[1]
An isolated ion of composition C2H3Cl2N2 and charge +1 in a non-equilibrium geometry. Source: the Open Molecules 2025 dataset; level of theory: ωB97M-V/def2-TZVPD.

Each line ends with the Löwdin charge.
Cartesian coordinates (Å):
Cl  3.15  -1.57  0.29  0.58
Cl  2.64  1.17  0.35  0.59
N  2.33  -0.28  -0.52  -0.89
N  -1.80  0.21  0.03  0.14
C  0.66  -0.47  -0.32  -0.01
C  -0.44  -0.06  -0.12  -0.15
H  -2.49  -0.56  0.52  0.26
H  -1.74  1.06  0.70  0.22
H  -2.32  0.50  -0.95  0.27

Values from the calculation:
- Max |F|: 5.2 eV Å⁻¹
- Energy above the lowest of the compared OMol25 structures with the same formula, charge and spin: 93.1 kcal per mole
- Highest occupied orbital energy: -14.0063 eV
- Charge: +1

[2]
C5H11NO as an isolated structure. Source: the Open Molecules 2025 dataset; level of theory: ωB97M-V/def2-TZVPD.

Each line ends with the Löwdin charge.
Cartesian coordinates (Å):
O  1.85  -0.64  -1.82  -0.08
N  -0.17  0.43  0.64  -0.25
C  0.70  0.85  -0.30  -0.11
C  0.58  0.75  1.73  -0.01
C  -1.58  0.10  0.50  -0.20
C  -1.81  -0.98  -0.55  -0.09
C  1.97  0.11  -0.61  -0.27
H  0.34  1.53  -1.08  0.13
H  2.25  -0.52  0.24  0.11
H  -1.93  -0.21  1.49  0.12
H  -2.88  -1.13  -0.73  0.07
H  0.72  0.02  2.54  0.06
H  2.80  0.81  -0.80  0.11
H  -2.13  1.01  0.22  0.12
H  1.16  -1.30  -1.66  0.07
H  0.84  1.78  1.92  0.05
H  -1.38  -1.93  -0.22  0.08
H  -1.34  -0.70  -1.50  0.07

Values from the calculation:
- Max |F|: 0.4 eV Å⁻¹
- Energy above the lowest of the compared OMol25 structures with the same formula, charge and spin: 96.5 kcal per mole
- Highest occupied orbital energy: -7.8672 eV
- Charge: 0

[3]
A 2-piece molecular cluster, C7H9NO overall in a non-equilibrium geometry. Source: the Open Molecules 2025 dataset; level of theory: ωB97M-V/def2-TZVPD.

Each line ends with the Löwdin charge.
Cartesian coordinates (Å):
O  2.60  1.68  0.78  0.14
N  -1.43  -0.84  -0.89  0.14
C  0.32  1.80  -0.08  -0.10
C  -0.68  -0.82  0.14  -0.48
C  0.76  -1.26  0.18  -0.12
C  1.55  1.73  0.26  -0.24
C  -0.70  2.11  -0.86  0.04
C  -1.33  -0.75  1.49  -0.06
C  1.59  -1.15  -0.85  0.02
H  2.63  -1.41  -0.78  0.07
H  -1.29  -1.72  1.98  0.08
H  1.28  -0.74  -1.80  0.06
H  1.11  -1.65  1.12  0.11
H  -0.81  -0.03  2.11  0.08
H  -0.58  2.32  -1.92  0.07
H  -0.93  -0.92  -1.77  0.05
H  -2.37  -0.46  1.38  0.08
H  -1.71  2.11  -0.49  0.07

Values from the calculation:
- Max |F|: 2.3 eV Å⁻¹
- Energy above the lowest of the compared OMol25 structures with the same formula, charge and spin: 93.7 kcal per mole
- Highest occupied orbital energy: -8.9066 eV
- Charge: 0